Entry 1:
Density functional theory data (wB97M-V/def2-TZVPD) for a cluster of 2 separate species, CH5PS2 in total.

Last column: Löwdin charge in e.
Geometry (Å):
1 C -1.56 0.11 0.80  0.02
2 P 0.84 0.51 -0.47  -0.04
3 S 2.35 1.00 0.64  0.03
4 S 1.13 -1.31 -1.52  0.31
5 H -1.31 -0.77 1.35  -0.01
6 H -1.63 1.04 1.33  -0.01
7 H -2.19 0.00 -0.07  -0.01
8 H 0.67 1.34 -1.59  -0.09
9 H 1.69 -1.92 -0.48  -0.20

The calculation puts the HOMO energy (spin up / spin down) at -8.472 / -8.326 eV. The value obtained for the orbital gap (spin up / spin down) is 7.25 / 7.53 eV. The calculation puts the energy above the lowest of the compared OMol25 structures with the same formula, charge and spin at 2.597 eV. Its spin multiplicity is 1.

Entry 2:
Density functional theory data (wB97M-V/def2-TZVPD) for a cluster of 2 separate species, CH5PS3 in total.

Last column: Löwdin charge in e.
Geometry (Å):
1 C -0.79 -1.15 -0.90  -0.37
2 P 1.32 0.55 1.83  0.31
3 S 0.43 0.15 -1.43  0.29
4 S -0.59 0.94 2.14  0.09
5 S -0.58 1.84 -1.46  0.11
6 H -1.68 -1.26 -1.42  0.03
7 H -1.00 -0.89 0.06  -0.06
8 H -0.21 -2.00 -1.16  0.02
9 H 2.02 1.75 1.77  -0.13
10 H 1.07 0.07 0.56  -0.28

The calculation puts the HOMO energy (spin up / spin down) at -8.556 / -8.737 eV. The value obtained for the orbital gap (spin up / spin down) is 6.66 / 6.93 eV. The calculation puts the energy above the lowest of the compared OMol25 structures with the same formula, charge and spin at 3.177 eV. Its spin multiplicity is 1.

Entry 3:
Density functional theory data (wB97M-V/def2-TZVPD) for a cluster of 2 separate species, CH5PS4 in total.

Last column: Löwdin charge in e.
Geometry (Å):
1 S -2.84 -0.38 1.59  0.01
2 P -2.73 0.97 2.95  -0.03
3 S -1.95 2.83 2.27  0.26
4 H -1.69 2.35 1.07  -0.23
5 C 0.94 -1.72 -0.87  -0.41
6 S 0.64 0.12 -0.70  0.25
7 S 1.67 0.93 -2.17  0.29
8 H 2.04 -1.73 -0.83  0.02
9 H 0.74 -2.09 -1.83  0.01
10 H 0.39 -1.95 0.07  0.03
11 H 2.80 0.67 -1.56  -0.21

The SMILES is S=PS.CSS. The calculation puts the HOMO energy at -8.857 eV. The value obtained for the orbital gap is 7.62 eV. The calculation puts the energy above the lowest of the compared OMol25 structures with the same formula, charge and spin at 0.343 eV. Its spin multiplicity is 1.

Entry 4:
Density functional theory data (wB97M-V/def2-TZVPD) for a cluster of 2 separate species, CH5S3 in total.

Last column: Löwdin charge in e.
Geometry (Å):
1 S -0.30 -1.98 1.91  0.19
2 H -0.80 -1.80 3.13  -0.31
3 C -0.29 0.85 -1.54  -0.55
4 S 0.29 1.44 0.06  0.15
5 S 1.86 0.19 0.63  -0.14
6 H -0.29 -0.25 -1.54  0.01
7 H 0.32 1.19 -2.37  0.01
8 H -1.33 1.19 -1.66  0.01
9 H 0.53 -0.84 1.37  -0.38

The calculation puts the HOMO energy at -2.946 eV. The value obtained for the orbital gap is 6.60 eV. The calculation puts the energy above the lowest of the compared OMol25 structures with the same formula, charge and spin at 0.319 eV. As for the total charge: -1. Its spin multiplicity is 1.

Entry 5:
Density functional theory data (wB97M-V/def2-TZVPD) for a structure of composition CH6BCaFNO5PS.

Last column: Löwdin charge in e.
Geometry (Å):
1 C 2.43 -0.88 0.13  -0.20
2 P 0.90 -0.27 -0.78  1.02
3 O 1.26 1.34 -1.34  -0.60
4 N -0.38 -0.27 0.45  -0.21
5 B -1.45 -1.27 0.00  -0.73
6 O -1.41 -2.56 0.57  0.17
7 O -2.42 -1.02 -0.99  0.16
8 S -1.04 1.27 0.78  0.74
9 O -1.96 1.07 1.92  -0.21
10 O -0.02 2.30 1.20  -0.34
11 F -1.98 1.81 -0.45  -0.16
12 H 2.63 -0.31 1.08  0.06
13 H 3.31 -0.68 -0.54  0.06
14 H 2.38 -1.98 0.31  0.09
15 H 0.92 1.42 -2.26  0.10
16 H -1.94 -2.53 1.39  0.14
17 H -3.17 -0.52 -0.61  0.13
18 Ca 1.93 3.08 -0.86  1.77

The calculation puts the HOMO energy at -17.098 eV. The value obtained for the orbital gap is 7.28 eV. As for the total charge: +2. Its spin multiplicity is 1.

Entry 6:
Density functional theory data (wB97M-V/def2-TZVPD) for a cluster of 2 separate species, CH6BNO in total.

Last column: Löwdin charge in e.
Geometry (Å):
1 B -0.30 -0.42 -0.26  -0.37
2 C 1.48 0.75 1.12  0.01
3 N -1.47 0.22 -0.87  0.12
4 O -0.24 -1.73 -0.40  0.14
5 H 0.72 1.45 1.42  -0.05
6 H 2.17 1.30 0.45  -0.02
7 H 1.85 -0.11 1.70  -0.02
8 H -1.36 1.18 -1.14  0.05
9 H -1.87 -0.34 -1.61  0.06
10 H -0.97 -2.31 -0.42  0.08

The calculation puts the HOMO energy at -8.167 eV. The value obtained for the orbital gap is 8.51 eV. The calculation puts the energy above the lowest of the compared OMol25 structures with the same formula, charge and spin at 3.105 eV. Its spin multiplicity is 1.